{"formula": "C35H45N3S2SiZn", "method": "ωB97M-V/def2-TZVPD", "species": ["Zn", "S", "C", "N", "C", "C", "N", "C", "C", "C", "C", "C", "C", "C", "C", "S", "C", "C", "C", "C", "C", "C", "C", "H", "H", "H", "H", "H", "H", "H", "H", "H", "H", "H", "H", "H", "H", "H", "H", "H", "H", "C", "C", "C", "C", "C", "C", "C", "C", "N", "H", "H", "H", "H", "H", "H", "C", "Si", "C", "C", "C", "C", "C", "C", "C", "C", "H", "H", "H", "H", "H", "H", "H", "H", "H", "H", "H", "H", "H", "H", "H", "H", "H", "H", "H", "H", "H"], "xyz": [[-1.5255, -0.5370, -1.9552], [-0.7891, -0.5613, 0.5168], [0.6169, 0.3223, 0.4708], [1.0108, 1.1159, 1.4666], [2.3336, 1.7249, 1.4708], [3.3085, 0.7513, 0.8677], [2.8510, 0.4085, -0.4743], [3.9062, 0.1280, -1.4496], [4.7097, -1.0793, -1.0307], [4.0612, -2.2847, -0.7733], [4.7869, -3.3942, -0.3731], [6.1670, -3.3114, -0.2316], [6.8165, -2.1152, -0.4890], [6.0870, -1.0002, -0.8826], [1.5557, 0.1992, -0.7199], [0.9761, -0.2027, -2.2267], [0.2002, 1.3540, 2.6639], [0.7459, 0.5924, 3.8486], [1.1390, 1.2678, 4.9969], [1.6550, 0.5699, 6.0819], [1.7875, -0.8080, 6.0186], [1.4010, -1.4915, 4.8715], [0.8818, -0.7946, 3.7923], [2.6050, 1.9245, 2.5068], [2.3172, 2.6694, 0.9180], [3.3905, -0.1465, 1.4877], [4.2987, 1.1964, 0.7817], [4.5485, 1.0086, -1.5133], [3.4352, -0.0202, -2.4174], [2.9838, -2.3495, -0.8836], [4.2787, -4.3283, -0.1707], [6.7315, -4.1793, 0.0823], [7.8905, -2.0446, -0.3775], [6.5956, -0.0628, -1.0780], [-0.8222, 1.0635, 2.4343], [0.2234, 2.4279, 2.8619], [1.0358, 2.3463, 5.0471], [1.9548, 1.1056, 6.9733], [2.1901, -1.3535, 6.8620], [1.4964, -2.5684, 4.8142], [0.5719, -1.3334, 2.9040], [-1.6662, -2.5727, -2.3694], [-1.1107, -3.2768, -1.2142], [0.2629, -3.5622, -1.1168], [0.8192, -4.0367, 0.0517], [0.0186, -4.2716, 1.1722], [-1.3609, -4.0765, 1.0713], [-1.9083, -3.6022, -0.1015], [0.6118, -4.6727, 2.4102], [1.0863, -4.9629, 3.4189], [-2.7201, -2.8033, -2.5293], [-1.1078, -2.7733, -3.2854], [0.8985, -3.3728, -1.9743], [1.8829, -4.2305, 0.1144], [-1.9928, -4.2835, 1.9255], [-2.9775, -3.4309, -0.1580], [-3.7637, 1.3248, -3.9278], [-2.8946, 1.4039, -2.2401], [-4.3174, 1.3435, -0.9300], [-3.8622, 1.8393, 0.4455], [-5.5472, 2.1439, -1.3699], [-4.7345, -0.1270, -0.7852], [-1.9273, 3.0770, -2.2189], [-1.1021, 3.1361, -3.5108], [-0.9463, 3.1454, -1.0434], [-2.8475, 4.2994, -2.1769], [-4.3295, 2.2315, -4.1582], [-4.4624, 0.4843, -3.9481], [-3.0459, 1.1616, -4.7337], [-3.6595, 2.9119, 0.4468], [-2.9589, 1.3200, 0.7782], [-4.6435, 1.6528, 1.1920], [-5.3259, 3.2047, -1.4960], [-6.3395, 2.0581, -0.6166], [-5.9518, 1.7738, -2.3137], [-3.9280, -0.7330, -0.3610], [-5.0127, -0.5696, -1.7459], [-5.5995, -0.2131, -0.1171], [-0.4479, 2.2643, -3.6090], [-0.4664, 4.0297, -3.5121], [-1.7385, 3.1823, -4.3961], [-0.2277, 2.3246, -1.1025], [-1.4491, 3.0910, -0.0756], [-0.3826, 4.0868, -1.0776], [-3.5859, 4.2798, -2.9820], [-2.2610, 5.2192, -2.2921], [-3.3858, 4.3718, -1.2307]], "forces_ev_per_angstrom": [[-0.029, -0.221, -0.017], [0.123, 0.127, -0.083], [-0.126, -0.070, 0.092], [-0.023, -0.003, -0.036], [0.020, -0.022, -0.001], [0.000, 0.012, 0.029], [-0.046, -0.040, -0.001], [0.003, 0.020, 0.000], [0.009, 0.000, 0.008], [-0.002, 0.005, 0.004], [-0.008, -0.004, -0.001], [0.004, -0.006, 0.004], [0.003, -0.001, 0.000], [-0.001, 0.004, -0.010], [0.053, -0.040, -0.100], [-0.002, 0.059, 0.082], [0.021, -0.012, 0.010], [-0.001, 0.000, 0.004], [-0.012, 0.002, -0.009], [-0.002, -0.004, 0.005], [0.004, 0.001, 0.005], [0.006, -0.020, -0.008], [0.010, 0.011, -0.006], [-0.004, 0.011, -0.003], [0.008, -0.007, -0.002], [0.004, 0.003, -0.003], [-0.001, 0.003, 0.000], [-0.004, 0.004, -0.005], [0.012, -0.006, -0.001], [-0.002, 0.004, 0.002], [0.006, -0.003, -0.001], [0.001, -0.001, -0.001], [0.000, 0.000, 0.001], [0.000, 0.001, 0.001], [-0.007, 0.015, 0.008], [-0.003, -0.001, -0.001], [0.002, 0.001, 0.000], [0.000, 0.000, 0.000], [0.000, 0.000, 0.000], [-0.005, -0.017, -0.006], [-0.007, -0.008, -0.005], [-0.001, 0.059, 0.005], [0.005, -0.038, -0.017], [-0.008, 0.016, 0.004], [-0.007, -0.004, 0.014], [0.008, 0.023, -0.063], [0.001, 0.021, 0.005], [0.005, 0.020, 0.005], [-0.024, -0.028, 0.076], [0.035, 0.029, -0.002], [-0.006, 0.028, 0.008], [0.009, 0.032, -0.002], [-0.001, 0.007, -0.007], [-0.001, 0.001, 0.012], [0.002, -0.001, 0.001], [0.001, 0.000, -0.004], [0.001, -0.005, 0.019], [-0.019, 0.054, 0.017], [0.036, -0.019, -0.003], [-0.004, -0.014, -0.015], [-0.003, 0.009, 0.002], [0.005, 0.006, -0.025], [0.003, -0.027, -0.013], [-0.006, -0.020, -0.002], [-0.012, 0.001, -0.003], [-0.001, -0.004, -0.007], [-0.001, 0.008, 0.006], [-0.003, 0.006, -0.003], [0.003, 0.004, 0.003], [0.006, 0.011, 0.000], [-0.004, 0.014, 0.010], [-0.011, 0.002, -0.001], [-0.004, 0.004, -0.001], [-0.005, 0.006, 0.003], [-0.004, -0.003, -0.002], [0.001, -0.006, 0.001], [0.002, -0.011, 0.007], [-0.002, 0.003, 0.003], [-0.003, 0.005, -0.008], [0.002, 0.006, 0.003], [0.000, 0.001, -0.006], [0.002, -0.002, 0.007], [0.007, -0.014, 0.005], [-0.004, 0.007, 0.005], [0.001, 0.003, -0.002], [0.004, 0.004, 0.001], [-0.007, 0.007, 0.010]], "lowdin_charge": [0.37, 0.82, -0.65, -0.10, -0.10, -0.10, -0.10, -0.12, -0.21, -0.03, -0.06, -0.08, -0.08, -0.04, -0.65, 0.77, -0.12, -0.22, -0.05, -0.08, -0.08, -0.06, -0.03, 0.13, 0.14, 0.15, 0.14, 0.13, 0.08, 0.09, 0.10, 0.11, 0.10, 0.11, 0.09, 0.13, 0.11, 0.10, 0.10, 0.09, 0.08, -0.23, -0.38, -0.08, -0.04, -0.26, -0.05, -0.08, -0.20, 0.14, 0.04, 0.04, 0.10, 0.10, 0.12, 0.11, -0.23, 0.62, -0.67, -0.11, -0.10, -0.13, -0.66, -0.12, -0.11, -0.10, 0.03, 0.02, 0.02, 0.06, 0.03, 0.09, 0.06, 0.08, 0.07, 0.05, 0.07, 0.08, 0.05, 0.08, 0.07, 0.03, 0.06, 0.08, 0.08, 0.08, 0.06], "homo_ev": -7.003, "homo_lumo_gap_ev": 5.802, "multiplicity": 1, "e_lumo_ev": -1.2}


{"formula": "C35H45N5O7RuS3Si", "method": "ωB97M-V/def2-TZVPD", "species": ["Ru", "C", "C", "C", "C", "O", "Si", "S", "O", "C", "C", "C", "C", "O", "C", "C", "C", "C", "H", "H", "H", "H", "H", "H", "H", "H", "H", "H", "H", "H", "H", "H", "H", "H", "H", "H", "H", "H", "H", "H", "H", "H", "H", "H", "H", "N", "C", "C", "C", "C", "C", "C", "N", "C", "C", "C", "S", "C", "N", "H", "H", "H", "H", "H", "H", "H", "O", "C", "C", "C", "C", "C", "C", "N", "H", "H", "H", "H", "H", "H", "H", "O", "C", "N", "S", "O", "O", "C", "C", "C", "C", "C", "C", "H", "H", "H", "H"], "xyz": [[1.0420, 0.8264, 0.5919], [-2.6214, 1.1374, 0.5622], [-2.4453, -0.3523, 0.3054], [-2.9303, -1.1211, 1.5279], [-3.2118, -0.7913, -0.9360], [-0.9963, -0.5881, 0.0785], [-0.2212, -1.9578, -0.4944], [1.7569, -1.4993, 0.0940], [-0.9011, -3.2153, 0.2881], [-0.9774, -4.6322, 0.0029], [-1.5079, -5.2834, 1.2628], [0.4123, -5.1697, -0.3170], [-1.9444, -4.8701, -1.1544], [-0.3959, -2.2136, -2.0777], [0.2412, -2.0529, -3.3651], [1.0925, -0.7963, -3.4228], [1.1014, -3.2781, -3.6256], [-0.8969, -1.9673, -4.3634], [-3.6244, 1.3300, 0.9521], [-2.4880, 1.7090, -0.3558], [-1.8943, 1.4731, 1.3046], [-3.9931, -0.9140, 1.6878], [-2.3766, -0.8149, 2.4183], [-2.7922, -2.1936, 1.3973], [-4.2675, -0.5189, -0.8382], [-3.1474, -1.8792, -1.0633], [-2.8032, -0.3113, -1.8247], [-0.7745, -5.2046, 2.0700], [-1.7094, -6.3419, 1.0765], [-2.4374, -4.7995, 1.5819], [1.1216, -4.8733, 0.4638], [0.7703, -4.7787, -1.2735], [0.3904, -6.2621, -0.3769], [-2.9722, -4.6568, -0.8451], [-1.8925, -5.9135, -1.4806], [-1.6910, -4.2277, -1.9984], [1.9386, -0.8696, -2.7382], [0.4918, 0.0744, -3.1636], [1.4736, -0.6647, -4.4401], [1.8875, -3.3531, -2.8686], [1.5751, -3.2000, -4.6086], [0.4938, -4.1884, -3.6043], [-1.5038, -1.0787, -4.1639], [-1.5351, -2.8517, -4.2866], [-0.5041, -1.9047, -5.3815], [-0.4499, 1.0493, 4.7852], [-0.5637, -0.3246, 4.8675], [-1.0935, -1.1527, 5.8513], [-1.0068, -2.5056, 5.6152], [-0.3988, -3.0146, 4.4501], [0.0986, -2.1884, 3.4655], [-0.0147, -0.8113, 3.6761], [0.4077, 0.2639, 2.8947], [0.1400, 1.3279, 3.5971], [0.5100, 2.6465, 3.1138], [0.5812, 3.8251, 3.8559], [1.1635, 5.1328, 2.9398], [1.2114, 4.0461, 1.4620], [0.8859, 2.7184, 1.8533], [-0.7456, 1.7156, 5.4753], [-1.5302, -0.7611, 6.7640], [-1.4078, -3.1960, 6.3477], [-0.3139, -4.0874, 4.3382], [0.5668, -2.5716, 2.5643], [0.3369, 3.9563, 4.9047], [2.1815, 4.1247, 0.9821], [3.0786, 0.5397, 2.2740], [4.3497, 0.9984, 1.8501], [4.3988, 1.4154, 0.3934], [5.6097, 1.8092, -0.1577], [5.6718, 2.1197, -1.5027], [4.5202, 2.0115, -2.2676], [3.3519, 1.6353, -1.6407], [3.2770, 1.3630, -0.3255], [2.9541, -0.3776, 1.9796], [5.1056, 0.2311, 2.0158], [4.6141, 1.8485, 2.4759], [6.4950, 1.8505, 0.4692], [6.6085, 2.4276, -1.9507], [4.5176, 2.2153, -3.3328], [2.4428, 1.5465, -2.2137], [0.2265, 4.6233, 0.5615], [-0.1123, 4.0001, -0.5492], [0.3354, 2.8577, -0.9486], [-0.2897, 2.5667, -2.5041], [0.7732, 2.6800, -3.4540], [-1.0756, 1.3790, -2.4581], [-1.2970, 4.0109, -2.5616], [-2.1221, 4.4721, -3.5641], [-2.7516, 5.6937, -3.3461], [-2.5461, 6.4134, -2.1713], [-1.6967, 5.9357, -1.1803], [-1.0768, 4.7209, -1.4030], [-2.2713, 3.9133, -4.4817], [-3.4059, 6.0947, -4.1094], [-3.0510, 7.3622, -2.0332], [-1.5250, 6.4888, -0.2648]], "forces_ev_per_angstrom": [[0.614, -0.752, 0.262], [0.108, 0.003, -0.130], [0.200, -0.212, -0.196], [0.207, -0.116, 0.063], [0.023, -0.110, -0.018], [-0.772, 0.386, 0.228], [0.401, 0.077, 0.260], [-0.302, 0.102, -0.184], [-0.115, -0.058, 0.015], [0.056, 0.104, -0.175], [-0.094, -0.038, 0.243], [0.106, 0.094, -0.043], [-0.007, 0.028, -0.036], [0.005, 0.105, -0.145], [-0.015, -0.043, 0.140], [0.047, 0.086, 0.058], [0.028, -0.140, 0.025], [-0.177, 0.059, -0.110], [0.077, -0.016, -0.068], [0.047, 0.036, -0.017], [0.020, 0.025, 0.066], [0.122, -0.021, -0.034], [-0.049, 0.011, -0.001], [-0.001, 0.034, 0.000], [0.102, -0.042, 0.007], [-0.016, 0.176, 0.015], [-0.015, 0.004, 0.011], [-0.076, -0.002, -0.023], [0.015, 0.086, 0.059], [0.126, -0.080, -0.048], [-0.100, -0.063, -0.089], [-0.016, -0.043, 0.089], [0.010, 0.123, -0.007], [0.084, 0.008, -0.033], [-0.034, 0.094, 0.071], [-0.007, -0.073, 0.032], [0.006, -0.024, -0.010], [0.134, -0.230, -0.094], [-0.024, 0.003, 0.089], [-0.048, -0.014, -0.056], [-0.045, -0.024, 0.093], [0.079, 0.089, -0.002], [0.056, -0.094, -0.033], [0.049, 0.073, -0.023], [-0.049, -0.001, 0.056], [0.016, 0.085, 0.143], [-0.049, 0.082, -0.087], [-0.012, 0.042, 0.148], [0.024, -0.108, -0.047], [-0.012, 0.006, 0.001], [0.008, -0.009, -0.108], [0.241, -0.008, -0.102], [-0.403, -0.310, -0.129], [-0.013, 0.157, 0.147], [0.052, 0.103, 0.212], [-0.118, 0.056, 0.386], [0.043, -0.098, -0.062], [-0.152, 0.120, 0.017], [-0.241, 0.146, -0.537], [-0.037, 0.021, 0.042], [0.027, -0.028, -0.117], [0.066, 0.024, -0.041], [-0.048, 0.011, -0.043], [-0.114, 0.032, 0.082], [0.053, -0.082, -0.216], [0.132, -0.126, -0.197], [0.189, 0.133, -0.135], [-0.224, -0.072, -0.123], [-0.220, -0.096, 0.035], [0.173, -0.015, -0.022], [0.112, 0.014, 0.033], [0.003, 0.030, -0.142], [0.047, -0.008, 0.260], [-0.036, 0.344, -0.193], [0.018, -0.032, 0.051], [0.108, -0.047, 0.009], [-0.026, 0.089, 0.109], [-0.069, -0.005, -0.067], [-0.030, -0.019, 0.009], [0.007, -0.018, 0.139], [-0.108, -0.007, 0.009], [-0.070, -0.181, 0.259], [0.155, -0.144, -0.050], [-0.144, 0.176, -0.149], [0.044, 0.129, -0.112], [0.031, -0.029, 0.136], [-0.226, -0.023, 0.089], [0.020, 0.013, -0.116], [-0.031, -0.097, -0.103], [-0.002, 0.005, -0.021], [-0.002, 0.033, 0.025], [-0.070, 0.120, 0.059], [0.083, 0.030, 0.153], [0.011, 0.060, 0.108], [0.005, -0.014, 0.038], [0.040, -0.075, -0.010], [-0.010, -0.017, -0.074]], "mulliken_spin": [3.49, -0.02, -0.01, 0.00, 0.00, 0.09, 0.04, 0.21, 0.00, 0.00, 0.00, 0.01, 0.00, 0.02, 0.01, -0.03, 0.00, 0.00, 0.00, 0.01, 0.00, 0.00, 0.00, 0.00, 0.00, 0.00, 0.00, 0.00, 0.00, 0.00, 0.00, 0.00, 0.00, 0.00, 0.00, 0.00, 0.00, 0.02, 0.00, 0.00, 0.00, 0.00, 0.00, 0.00, 0.00, 0.00, -0.01, 0.00, 0.00, 0.00, -0.01, 0.01, 0.07, -0.05, 0.08, 0.37, 0.18, -0.05, 0.35, 0.00, 0.00, 0.00, 0.00, -0.01, -0.01, 0.04, 0.05, 0.00, 0.01, 0.00, 0.00, 0.01, 0.03, 0.04, -0.02, 0.00, 0.00, 0.00, 0.00, 0.00, -0.02, 0.03, 0.05, -0.01, -0.01, 0.00, 0.00, 0.00, 0.00, 0.00, 0.00, 0.00, 0.01, 0.00, 0.00, 0.00, 0.00], "homo_ev": [-9.776, -10.229], "charge": 1, "homo_lumo_gap_ev": [6.830, 5.453], "multiplicity": 6, "s2": 8.79, "e_lumo_ev": [-2.9, -4.8]}


The records above yield ΔE to the lowest compared entry with this formula, charge and spin values of 0.00 145.64 kJ/mol, respectively.